# 1
Here is the molecule C19H15ClN8O3 in a non-equilibrium geometry from the OMol25 dataset. Energies are from ωB97M-V/def2-TZVPD.

CARTESIAN COORDINATES (ANGSTROEM)
C  -5.59824  -5.06601  1.63480
C  -4.43358  -4.40010  1.26676
C  -3.27496  -4.23949  2.15042
O  -3.24887  -4.83164  3.24012
N  -2.18250  -3.42630  1.82566
C  -0.84671  -3.49594  2.37619
C  -0.29538  -3.14475  0.97824
N  0.55429  -1.95583  0.88113
N  0.42294  -0.81855  0.08788
C  1.43233  -0.02415  0.40227
C  1.60133  1.31838  -0.25211
O  2.59094  2.03756  -0.07681
N  0.59417  1.68668  -1.17640
C  0.46938  2.91902  -1.82795
N  1.10154  4.03703  -1.53702
C  0.65205  4.93487  -2.52432
C  1.02196  6.24676  -2.75250
C  0.47519  6.94893  -3.86320
Cl  0.99951  8.58275  -4.24964
C  -0.47821  6.26852  -4.67278
C  -0.79930  4.94455  -4.44064
C  -0.21894  4.27205  -3.36413
O  -0.35494  3.01783  -2.91954
C  2.29780  -0.66239  1.34985
C  3.46969  -0.43008  2.00294
N  4.09422  0.75539  1.87504
N  4.05530  -1.26554  2.81574
C  3.41001  -2.36838  3.10473
N  2.26243  -2.70935  2.47473
C  1.71168  -1.83897  1.62342
C  -1.75891  -3.13688  0.46137
H  -5.63543  -5.60148  2.56958
H  -6.45623  -5.15845  0.94449
H  -4.43541  -3.98133  0.27298
H  -0.60082  -4.52860  2.63792
H  -0.64332  -2.79233  3.20296
H  0.29192  -3.94125  0.54024
H  -0.11349  0.98811  -1.37861
H  1.70403  6.76812  -2.07547
H  -0.94839  6.78567  -5.50188
H  -1.57669  4.42692  -5.06992
H  3.88479  1.36311  1.06926
H  5.01548  0.72794  2.28500
H  3.87586  -3.03369  3.83458
H  -1.95525  -3.96871  -0.25233
H  -2.13329  -2.21003  0.02693

Its charge is 0. For the frontier orbital gap, the calculation gives 8.438 eV. As for the structure (SMILES): C=CC(=O)N1CC(n2nc(C(=O)Nc3nc4cc(Cl)ccc4o3)c3c(N)ncnc32)C1. For the HOMO energy, the calculation gives -0.3248 Ha.

=====

# 2
Here is a structure of composition C19H15CoF11N4O5S2Te in a non-equilibrium geometry from the OMol25 dataset. Energies are from ωB97M-V/def2-TZVPD.

CARTESIAN COORDINATES (ANGSTROEM)
Co  0.22765  0.09277  -0.77041
C  3.63395  1.31708  1.34580
C  3.43318  -0.13699  1.47963
C  4.38067  -1.00751  1.99898
C  4.11096  -2.35867  2.09402
C  2.91674  -2.84883  1.58436
C  1.97486  -1.97221  1.06657
N  2.25188  -0.64684  1.07060
C  0.70127  -2.44372  0.49822
C  0.15392  -3.64246  0.96336
C  -0.99418  -4.14828  0.38361
C  -1.58885  -3.44148  -0.64939
C  -1.03692  -2.22919  -1.04456
N  0.09766  -1.74657  -0.48500
C  -1.60749  -1.36032  -2.07422
C  -2.77156  -1.64633  -2.76993
C  -3.21717  -0.74614  -3.72793
C  -2.44565  0.36241  -4.00349
C  -1.26803  0.60382  -3.28714
C  -0.44520  1.78816  -3.65528
N  -0.88833  -0.23203  -2.30890
H  4.67165  1.58215  1.52123
H  3.01046  1.84241  2.07083
H  3.31359  1.66211  0.36454
H  5.31865  -0.61092  2.34891
H  4.82608  -3.03122  2.53792
H  2.72372  -3.90882  1.58389
H  0.61058  -4.13621  1.80471
H  -1.42140  -5.07588  0.73539
H  -2.48333  -3.81465  -1.12028
H  -3.33847  -2.53862  -2.56217
H  -4.13508  -0.92952  -4.26587
H  -2.73144  1.05740  -4.77763
H  -0.50933  1.98289  -4.72473
H  0.59801  1.66354  -3.37637
H  -0.82818  2.66710  -3.13385
F  -4.65402  1.38993  1.68724
C  -3.35144  1.57189  1.80854
F  -3.12403  2.82077  2.15819
F  -2.90874  0.73551  2.74371
S  -2.55350  1.24183  0.13229
O  -1.50493  0.24856  0.42769
O  -3.58056  0.71021  -0.69858
N  -1.95561  2.54183  -0.43154
S  -0.37467  2.88150  -0.09529
O  0.31929  1.80089  -1.01093
O  -0.08086  2.42266  1.26405
C  1.43158  4.14078  -1.08154
F  0.94831  5.35422  -1.28844
F  2.42904  4.14838  -0.21242
F  1.83037  3.60171  -2.23105
F  1.26926  1.51080  3.32230
Te  -0.35025  0.59787  2.64354
F  0.98831  -0.86237  3.22929
F  -1.23766  -1.35114  2.29736
F  -1.08357  2.26139  3.49540
F  -0.99561  0.04964  4.37928
O  1.29440  0.21471  0.74548

Its charge is +1. Its spin multiplicity is 5. For the frontier orbital gap (spin up / spin down), the calculation gives 5.733 / 6.447 eV. For the HOMO energy (spin up / spin down), the calculation gives -0.4174 / -0.4727 Ha.

=====

# 3
Here is a structure of composition C19H15CoN4O6S3 from the OMol25 dataset. Energies are from ωB97M-V/def2-TZVPD.

CARTESIAN COORDINATES (ANGSTROEM)
Co  0.53004  -1.03394  -0.49920
N  1.11942  -3.20908  3.03187
C  1.30823  -2.34352  1.99087
S  1.92392  -2.91864  0.51421
N  1.01502  -1.07035  2.28520
N  1.05698  -0.32119  1.17234
C  1.43741  0.91262  1.19568
C  1.83993  1.65081  2.41409
C  1.03165  1.64627  3.54865
C  1.41395  2.34750  4.68116
C  2.61065  3.05173  4.70298
C  3.42880  3.04881  3.58246
C  3.04317  2.35248  2.44607
C  1.50830  1.50462  -0.15423
C  1.68843  2.85553  -0.42264
C  1.72309  3.27501  -1.74035
C  1.56954  2.34713  -2.75813
C  1.36912  1.02081  -2.41883
N  1.35685  0.61235  -1.15100
H  1.05262  -4.17410  2.75578
H  0.45796  -2.90027  3.72730
H  0.11084  1.07996  3.53514
H  0.77491  2.33741  5.55515
H  2.90821  3.59267  5.59254
H  4.37168  3.58105  3.59374
H  3.69252  2.33596  1.57883
H  1.77870  3.55558  0.39510
H  1.85416  4.32494  -1.97077
H  1.57693  2.63951  -3.79833
H  1.20092  0.24568  -3.15458
O  -0.46379  -2.67854  -4.35038
S  -0.69633  -2.66951  -2.92505
O  -0.62026  -3.93085  -2.24712
O  0.14489  -1.60145  -2.30582
C  -2.39243  -2.08088  -2.73883
C  -3.17221  -2.19046  -3.88565
C  -4.51384  -1.84348  -3.87993
C  -5.10033  -1.38398  -2.71477
C  -4.33699  -1.26357  -1.56491
C  -2.98712  -1.60056  -1.56246
S  -2.14386  -1.21967  -0.02322
O  -3.16210  -1.23428  0.99431
O  -1.07320  -2.21607  0.16655
O  -1.51775  0.08589  -0.28432
H  -2.69541  -2.55694  -4.78336
H  -5.09832  -1.93710  -4.78723
H  -6.14990  -1.11670  -2.69627
H  -4.77498  -0.90921  -0.64264

Its charge is -1. Its spin multiplicity is 2. For the frontier orbital gap (spin up / spin down), the calculation gives 7.088 / 7.080 eV. For the HOMO energy (spin up / spin down), the calculation gives -0.1818 / -0.1806 Ha.

=====

# 4
Here is a structure of composition C19H15CoN6OS in a non-equilibrium geometry from the OMol25 dataset. Energies are from ωB97M-V/def2-TZVPD.

CARTESIAN COORDINATES (ANGSTROEM)
Co  -0.58848  0.80135  -0.06717
N  -1.03988  -3.39855  -0.35887
C  -1.04028  -2.09835  -0.69587
N  -0.86808  -1.13135  0.15653
C  -0.72018  -1.45065  1.51613
N  -0.60838  -0.44195  2.33913
N  -0.63318  0.72365  1.75963
C  -0.55788  1.87365  2.42723
C  -0.61228  3.00005  1.59643
C  -0.55938  4.34485  2.01003
C  -0.71958  5.34205  1.08363
C  -0.95208  4.99965  -0.25507
C  -0.95418  3.66975  -0.61347
N  -0.76768  2.68635  0.26463
C  -0.64708  -2.82455  1.93323
C  -0.37678  -3.20075  3.24923
C  -0.23108  -4.53865  3.56703
C  -0.35468  -5.51395  2.58573
C  -0.63018  -5.15935  1.27203
C  -0.78428  -3.82135  0.94833
H  -1.18828  -4.09985  -1.07197
H  -1.18058  -1.86235  -1.74317
H  -0.47578  1.87875  3.50103
H  -0.40128  4.56285  3.05343
H  -0.67928  6.37855  1.37823
H  -1.11038  5.76105  -0.99977
H  -1.11688  3.37455  -1.64077
H  -0.26468  -2.43235  3.99583
H  -0.00618  -4.82465  4.58263
H  -0.23088  -6.55465  2.83653
H  -0.71178  -5.91395  0.50463
O  -0.50928  0.87205  -1.93627
N  0.62542  0.85375  -2.60197
C  0.56972  0.86185  -3.94887
C  1.70952  0.82815  -4.70437
C  2.95672  0.79705  -4.07287
C  3.00142  0.79425  -2.70117
C  1.81802  0.82005  -1.95087
S  1.83212  0.79445  -0.24477
H  -0.42438  0.89095  -4.36787
H  1.63642  0.82075  -5.77857
H  3.86582  0.77165  -4.65067
H  3.93022  0.76505  -2.15707

Its charge is +1. Its spin multiplicity is 2. For the frontier orbital gap (spin up / spin down), the calculation gives 6.146 / 6.040 eV. For the HOMO energy (spin up / spin down), the calculation gives -0.3768 / -0.3747 Ha.

=====

# 5
Here is a cluster of 2 separate species, C19H15F3N3S in total in a non-equilibrium geometry from the OMol25 dataset. Energies are from ωB97M-V/def2-TZVPD.

CARTESIAN COORDINATES (ANGSTROEM)
C  -3.90274  1.12437  0.57811
N  -2.92757  1.72917  1.46222
C  -3.51515  2.72526  2.33383
C  -1.55928  1.45513  1.40985
C  -0.71687  2.19820  0.55035
C  0.64112  1.93997  0.52760
C  1.19031  0.88504  1.28891
C  2.60754  0.56554  1.23093
C  3.55823  1.54571  1.24904
C  4.95206  1.25476  1.30371
N  6.10473  1.06302  1.38699
C  3.22790  2.91782  1.47888
N  2.97357  4.04002  1.70480
C  0.33530  0.12901  2.12215
C  -1.00700  0.42767  2.21465
H  -3.44372  0.39206  -0.09599
H  -4.67938  0.62616  1.17944
H  -4.39395  1.90568  -0.02395
H  -2.76109  3.19315  2.97680
H  -4.00606  3.50557  1.72972
H  -4.28485  2.25011  2.96273
H  -1.15265  2.98030  -0.07627
H  1.29496  2.53028  -0.11719
H  2.90879  -0.48442  1.25894
H  0.76999  -0.67056  2.72654
H  -1.66515  -0.12215  2.89180
F  -0.97289  -1.79678  -4.78762
C  -1.16935  -2.56638  -3.67710
F  -2.19807  -1.99115  -2.96797
F  -1.61647  -3.78334  -4.10433
C  0.07953  -2.67044  -2.83434
C  0.27741  -3.81744  -2.06824
C  1.43562  -3.91534  -1.28472
C  2.34557  -2.87617  -1.26027
C  2.08914  -1.65832  -1.95097
S  3.02052  -0.31991  -1.62085
C  0.96725  -1.61254  -2.82653
H  -0.45385  -4.61835  -2.08750
H  1.60924  -4.81082  -0.69029
H  3.24669  -2.93691  -0.65892
H  0.79063  -0.73299  -3.43495

Its charge is -1. For the frontier orbital gap, the calculation gives 5.676 eV. For the HOMO energy, the calculation gives -0.1331 Ha.

=====

# 6
Here is a structure of composition C19H15FNO8S4 in a non-equilibrium geometry from the OMol25 dataset. Energies are from ωB97M-V/def2-TZVPD.

CARTESIAN COORDINATES (ANGSTROEM)
C  -1.47956  -3.67394  -1.82523
C  -2.45368  -2.95353  -2.48548
C  -3.03262  -1.86810  -1.86328
C  -2.63563  -1.50973  -0.59743
S  -3.47420  -0.13508  0.22604
N  -2.51103  1.19200  -0.33651
F  -1.30292  1.05921  0.22280
S  -3.12691  2.58673  0.49575
C  -1.98153  3.85733  -0.09977
C  -0.87622  4.18308  0.64771
C  -0.04315  5.20175  0.23357
C  -0.32638  5.88257  -0.93325
C  -1.42633  5.54024  -1.69351
C  -2.25389  4.52103  -1.27149
O  -4.41644  3.03352  -0.12689
O  -2.91356  2.63105  1.98596
O  -4.81414  -0.14927  -0.45202
O  -3.34617  -0.49676  1.68111
C  -1.64591  -2.20764  0.05189
C  -1.06824  -3.30075  -0.56084
H  -1.03229  -4.52793  -2.30534
H  -2.77190  -3.24333  -3.47512
H  -3.82249  -1.30802  -2.33822
H  -0.70621  3.66126  1.57587
H  0.81291  5.47738  0.82984
H  0.31896  6.68151  -1.25746
H  -1.65013  6.07806  -2.60165
H  -3.14554  4.26154  -1.81960
H  -1.34637  -1.89804  1.04212
H  -0.31018  -3.87000  -0.04628
C  4.34566  -3.95474  0.01588
C  4.13540  -2.67818  -0.46726
C  3.46460  -1.76767  0.31453
C  3.00642  -2.12021  1.55681
C  3.21106  -3.38781  2.04777
C  3.88576  -4.30887  1.27077
S  2.13577  -0.86375  2.49663
O  0.69686  -1.30356  2.48821
O  2.96844  -0.57255  3.71433
C  2.41773  0.44440  1.31277
S  3.15221  -0.08671  -0.22693
O  4.48193  0.59922  -0.37968
O  2.12409  -0.15216  -1.32267
H  4.87285  -4.67782  -0.58753
H  4.49221  -2.38414  -1.44334
H  2.84806  -3.64550  3.03210
H  4.05491  -5.30687  1.64493
H  2.48780  1.46075  1.62937

Its charge is -1. For the frontier orbital gap, the calculation gives 6.340 eV. For the HOMO energy, the calculation gives -0.1493 Ha.

=====

| no. | E_tot (hartree) |
| --- | --- |
| 1 | -1856.9861 |
| 2 | -4873.4913 |
| 3 | -3980.9951 |
| 4 | -2917.5774 |
| 5 | -1595.1036 |
| 6 | -3082.1171 |